(1)
109
Properties=species:S:1:pos:R:3:mulliken_spin:R:1 method="wB97M-V/def2-TZVPD" orbital_gap_ev="7.16 / 7.38" multiplicity=3 e_homo_ev="-10.48 / -10.47" total_charge=+1 total_energy_ha=-4887.80558 s2=2.02
V -0.019 -1.139 1.087 2.03
O -0.903 0.787 3.152 0.04
S -1.198 0.737 1.731 0.00
C -1.026 2.481 1.262 -0.01
C -2.109 3.329 1.225 0.00
C -1.973 4.728 1.208 0.00
C -0.715 5.261 1.284 0.00
C -0.232 6.675 1.385 0.00
C 1.311 6.573 1.420 0.00
C 1.604 5.106 1.352 0.00
C 2.778 4.399 1.342 0.00
C 2.712 3.003 1.258 0.00
C 1.524 2.287 1.202 -0.01
P 1.738 0.475 1.035 0.03
C 2.780 0.110 2.484 -0.02
C 2.100 -0.224 3.655 -0.01
C 2.804 -0.573 4.793 0.00
C 4.188 -0.546 4.789 0.00
C 4.866 -0.160 3.643 0.00
C 4.175 0.156 2.486 0.00
C 2.823 0.402 -0.428 0.02
C 3.795 -0.590 -0.549 0.01
C 4.566 -0.674 -1.695 0.00
C 4.380 0.225 -2.731 0.00
C 3.416 1.214 -2.616 0.00
C 2.634 1.299 -1.476 -0.01
C 0.295 2.992 1.242 0.02
C 0.394 4.395 1.284 0.00
C -2.961 0.534 1.525 -0.01
C -3.779 0.827 2.589 0.00
C -5.177 0.858 2.467 0.00
C -5.717 0.620 1.231 0.00
C -7.135 0.642 0.747 0.00
C -7.054 0.300 -0.759 0.00
C -5.599 0.062 -1.022 0.00
C -4.915 -0.296 -2.152 0.00
C -3.532 -0.500 -2.058 -0.01
C -2.795 -0.318 -0.896 -0.02
P -1.019 -0.841 -1.086 0.03
C -0.560 0.456 -2.290 0.03
C 0.137 0.246 -3.476 -0.01
C 0.374 1.303 -4.336 0.00
C -0.027 2.586 -4.004 0.00
C -0.697 2.808 -2.811 0.00
C -0.978 1.748 -1.969 0.00
C -1.334 -2.487 -1.837 -0.04
C -1.253 -2.791 -3.194 0.00
C -1.328 -4.109 -3.612 0.00
C -1.474 -5.141 -2.699 0.00
C -1.633 -4.839 -1.358 0.00
C -1.575 -3.523 -0.937 0.05
C -3.471 0.151 0.261 0.02
C -4.872 0.273 0.160 0.00
H -3.109 2.920 1.232 0.00
H -2.858 5.344 1.186 0.00
H -0.579 7.266 0.537 0.00
H -0.623 7.152 2.286 0.00
H 1.772 7.095 0.580 0.00
H 1.722 7.005 2.333 0.00
H 3.739 4.889 1.382 0.00
H 3.647 2.459 1.231 0.00
H 1.020 -0.203 3.681 -0.01
H 2.260 -0.878 5.673 0.00
H 4.737 -0.818 5.678 0.00
H 5.945 -0.112 3.644 0.00
H 4.727 0.432 1.597 0.00
H 3.957 -1.292 0.257 0.00
H 5.317 -1.446 -1.777 0.00
H 4.987 0.160 -3.622 0.00
H 3.266 1.923 -3.416 0.00
H 1.881 2.072 -1.396 0.00
H -3.316 1.057 3.538 0.00
H -5.783 1.094 3.327 0.00
H -7.729 -0.090 1.294 0.00
H -7.593 1.617 0.918 0.00
H -7.642 -0.584 -1.008 0.00
H -7.427 1.118 -1.378 0.00
H -5.420 -0.453 -3.092 0.00
H -3.016 -0.825 -2.953 0.00
H 0.516 -0.731 -3.719 0.00
H 0.887 1.125 -5.268 0.00
H 0.185 3.406 -4.672 0.00
H -1.003 3.808 -2.538 0.00
H -1.531 1.918 -1.052 0.00
H -1.133 -2.009 -3.927 0.00
H -1.239 -4.330 -4.663 0.00
H -1.472 -6.169 -3.023 0.00
H -1.790 -5.621 -0.627 0.00
H -1.727 -3.315 0.108 -0.01
F -1.826 -1.865 1.741 0.00
B -1.231 -2.835 2.716 0.00
F -2.208 -3.443 3.383 0.00
F -0.477 -3.667 1.894 0.00
F -0.382 -2.042 3.446 0.00
O 2.272 -2.842 2.365 -0.01
C 2.132 -2.985 1.179 0.01
N 1.362 -2.129 0.392 -0.06
C 1.563 -2.393 -0.921 -0.02
O 1.076 -1.709 -1.813 -0.01
C 2.418 -3.583 -1.048 -0.02
C 2.826 -4.294 -2.155 0.00
C 3.590 -5.437 -1.937 0.00
C 3.922 -5.833 -0.650 0.00
C 3.517 -5.106 0.469 0.00
C 2.753 -3.977 0.254 0.00
H 2.558 -3.968 -3.148 0.00
H 3.926 -6.020 -2.783 0.00
H 4.512 -6.727 -0.509 0.00
H 3.784 -5.421 1.465 0.00



(2)
109
Properties=species:S:1:pos:R:3:mulliken_charge:R:1 method="wB97M-V/def2-TZVPD" orbital_gap_ev=8.77 e_homo_ev=-11.07 total_charge=+1 total_energy_ha=-8118.29820
Ga 0.314 0.035 0.023 1.65
O -1.280 0.880 0.252 -1.10
C -1.609 2.254 0.084 1.73
C -1.351 2.611 -1.386 -1.24
C 0.058 2.571 -1.905 0.02
C 0.481 3.615 -2.716 -0.32
C 1.733 3.572 -3.297 -1.28
C 2.529 2.470 -3.059 -0.53
C 2.070 1.456 -2.230 0.42
C 2.922 0.232 -2.069 -1.70
C 3.089 -0.394 -0.673 1.48
O 1.821 -0.900 -0.285 0.20
C 3.641 0.506 0.441 0.08
C 3.843 -0.097 1.688 0.22
C 4.359 0.614 2.756 -1.07
C 4.674 1.964 2.610 -0.64
C 4.474 2.577 1.385 -0.91
C 3.965 1.851 0.306 -0.36
C 4.006 -1.611 -0.914 0.21
C 5.381 -1.588 -0.688 -0.41
C 6.171 -2.683 -1.024 -0.95
C 5.600 -3.813 -1.591 -0.73
C 4.233 -3.838 -1.833 -0.82
C 3.448 -2.742 -1.506 -0.25
N 0.851 1.505 -1.648 0.88
C -3.120 2.450 0.275 -0.19
C -3.638 3.740 0.387 -0.22
C -5.005 3.947 0.485 -0.94
C -5.880 2.864 0.477 -0.77
C -5.371 1.580 0.368 -0.84
C -3.996 1.378 0.263 -0.08
C -0.871 3.100 1.135 0.05
C 0.205 3.938 0.867 -0.07
C 0.806 4.678 1.888 -0.88
C 0.333 4.592 3.185 -0.63
C -0.737 3.747 3.468 -1.04
C -1.323 3.009 2.457 -0.12
H -1.776 3.588 -1.611 0.59
H -1.931 1.869 -1.949 -0.21
H -0.187 4.451 -2.888 0.56
H 2.079 4.381 -3.933 0.44
H 3.509 2.377 -3.511 0.56
H 3.901 0.413 -2.510 0.43
H 2.456 -0.564 -2.657 0.50
H 3.605 -1.150 1.804 0.52
H 4.520 0.118 3.709 0.45
H 5.078 2.525 3.445 0.46
H 4.731 3.624 1.251 0.49
H 3.854 2.359 -0.643 0.41
H 5.852 -0.717 -0.249 0.46
H 7.239 -2.647 -0.838 0.45
H 6.217 -4.667 -1.845 0.41
H 3.777 -4.716 -2.281 0.47
H 2.380 -2.768 -1.695 0.22
H -2.966 4.593 0.410 0.45
H -5.392 4.954 0.578 0.46
H -6.949 3.025 0.554 0.40
H -6.041 0.725 0.366 0.48
H -3.599 0.380 0.184 0.19
H 0.581 4.057 -0.140 0.32
H 1.636 5.336 1.654 0.48
H 0.792 5.176 3.974 0.47
H -1.118 3.674 4.482 0.42
H -2.170 2.365 2.680 0.56
F -0.168 -7.548 -2.442 -0.29
C -0.419 -6.325 -2.018 0.61
C -1.419 -5.580 -2.595 0.43
F -2.144 -6.090 -3.576 -0.30
C -1.670 -4.299 -2.145 -0.31
F -2.670 -3.672 -2.768 -0.36
C -0.955 -3.702 -1.109 0.08
P -1.342 -1.976 -0.527 2.10
C -2.757 -2.245 0.601 0.43
C -3.664 -3.295 0.440 -0.82
C -4.730 -3.444 1.315 -0.79
C -4.907 -2.555 2.368 -0.82
C -4.004 -1.518 2.549 -0.92
C -2.936 -1.365 1.674 0.43
C -1.922 -1.146 -2.048 0.65
C -3.247 -0.841 -2.337 -0.14
C -3.562 -0.160 -3.502 -0.77
C -2.560 0.205 -4.395 -0.85
C -1.235 -0.110 -4.119 -0.47
C -0.920 -0.778 -2.944 -0.33
C 0.040 -4.504 -0.522 -0.71
Br 1.034 -3.978 0.979 0.10
C 0.303 -5.782 -0.979 0.23
F 1.249 -6.529 -0.423 -0.36
H -3.555 -4.019 -0.358 0.33
H -5.423 -4.267 1.174 0.46
H -5.746 -2.673 3.042 0.42
H -4.132 -0.815 3.366 0.51
H -2.257 -0.535 1.805 0.03
H -4.037 -1.133 -1.652 0.39
H -4.597 0.084 -3.720 0.46
H -2.811 0.726 -5.311 0.42
H -0.450 0.169 -4.813 0.49
H 0.115 -1.026 -2.730 0.13
Cl 2.227 2.103 5.081 -0.15
C 1.464 0.812 4.232 -0.45
C 1.176 -0.370 4.883 -0.41
C 0.586 -1.396 4.161 -1.54
C 0.316 -1.200 2.824 -0.21
N 0.606 -0.051 2.191 0.93
C 1.174 0.946 2.884 -0.37
H 1.415 -0.483 5.933 0.53
H 0.349 -2.344 4.626 0.57
H -0.152 -1.973 2.237 0.69
H 1.435 1.855 2.352 0.62



(3)
111
Properties=species:S:1:pos:R:3:mulliken_spin:R:1 method="wB97M-V/def2-TZVPD" orbital_gap_ev="4.35 / 3.71" multiplicity=5 e_homo_ev="-7.53 / -10.30" total_charge=+1 total_energy_ha=-3423.29360 s2=6.05
Pd 1.267 1.127 0.299 -0.02
C -3.968 1.109 5.866 0.00
C -4.077 0.189 4.836 0.01
C -3.127 0.157 3.832 0.03
C -2.055 1.043 3.857 0.01
C -1.945 1.962 4.893 0.03
C -2.899 1.990 5.895 0.01
C -1.070 1.020 2.753 0.24
C 0.006 0.122 2.837 0.03
C 0.209 -0.876 3.834 0.20
C 1.172 -1.732 3.346 -0.01
C 1.564 -1.224 2.086 0.37
N 0.891 -0.089 1.823 0.01
C 2.442 -1.729 0.966 -0.13
C 3.530 -0.713 0.735 0.35
C 4.928 -0.845 0.715 -0.04
C 5.411 0.291 0.106 0.19
C 4.278 1.093 -0.238 0.09
C 4.217 2.179 -1.135 0.16
C 5.451 2.631 -1.780 0.02
C 5.514 2.681 -3.175 0.04
C 6.647 3.148 -3.810 -0.01
C 7.736 3.564 -3.061 0.02
C 7.701 3.480 -1.678 -0.01
C 6.569 3.010 -1.038 0.05
C 3.001 2.771 -1.542 0.24
N 1.745 2.438 -1.116 0.05
C 0.863 3.276 -1.728 0.27
C -0.500 3.413 -1.425 0.07
C -1.289 4.319 -2.290 -0.04
C -1.503 5.648 -1.942 0.00
C -2.211 6.485 -2.786 0.01
C -2.725 6.000 -3.978 0.00
C -2.516 4.676 -4.330 0.01
C -1.796 3.840 -3.494 -0.01
C -1.108 2.841 -0.301 0.25
C -2.386 3.231 0.233 -0.02
C -2.515 2.617 1.436 0.10
C -1.336 1.815 1.630 0.17
N -0.518 1.955 0.547 0.06
C 1.577 4.153 -2.608 -0.04
C 2.897 3.867 -2.466 0.11
N 3.154 0.467 0.210 -0.01
C 3.018 -3.123 1.059 0.07
C 3.536 -3.580 2.265 0.02
C 4.081 -4.849 2.359 0.01
C 4.134 -5.672 1.247 0.00
C 3.700 -5.193 0.024 0.00
C 3.160 -3.922 -0.074 0.00
H -4.718 1.144 6.640 0.00
H -4.909 -0.497 4.813 0.00
H -3.207 -0.547 3.014 0.00
H -1.114 2.652 4.905 0.00
H -2.814 2.706 6.697 0.00
H -0.336 -0.940 4.755 0.00
H 1.528 -2.623 3.821 0.00
H 5.492 -1.677 1.083 0.00
H 6.436 0.508 -0.118 0.00
H 4.669 2.333 -3.752 0.00
H 6.679 3.191 -4.888 0.00
H 8.610 3.959 -3.555 0.00
H 8.558 3.790 -1.100 0.00
H 6.523 2.973 0.040 0.00
H -1.099 6.026 -1.015 0.00
H -2.358 7.519 -2.511 0.00
H -3.279 6.655 -4.634 0.00
H -2.910 4.292 -5.260 0.00
H -1.630 2.810 -3.775 0.00
H -3.067 3.912 -0.238 -0.01
H -3.329 2.683 2.131 0.00
H 1.124 4.918 -3.203 -0.01
H 3.721 4.368 -2.930 0.00
H 3.531 -2.934 3.128 0.00
H 4.460 -5.194 3.308 0.00
H 4.529 -6.673 1.327 0.00
H 3.778 -5.807 -0.861 0.00
H 2.868 -3.560 -1.049 0.00
C -0.541 -3.104 -2.623 0.00
N 0.269 -2.135 -1.930 0.00
C 0.442 -0.825 -2.520 0.01
C 0.766 -2.361 -0.734 0.01
O 1.646 -1.519 -0.273 0.02
H -1.581 -2.783 -2.682 0.00
H -0.510 -4.058 -2.107 0.00
H -0.150 -3.232 -3.633 0.00
H -0.328 -0.670 -3.269 0.00
H 1.428 -0.748 -2.983 0.00
H 0.353 -0.051 -1.732 -0.01
H 0.585 -3.310 -0.243 0.00
O -9.265 -3.451 -0.542 0.38
S -8.281 -3.746 -1.550 -0.13
O -7.746 -2.637 -2.287 0.38
O -8.344 -5.009 -2.231 0.38
C -6.867 -4.149 -0.323 0.01
N -7.079 -5.212 0.375 0.00
C -6.125 -5.499 1.275 0.00
C -5.013 -4.699 1.399 0.00
C -4.875 -3.580 0.545 0.00
N -5.887 -3.326 -0.328 0.00
C -3.707 -2.740 0.500 0.00
C -3.580 -1.686 -0.423 0.00
C -2.384 -1.005 -0.515 0.00
N -1.305 -1.266 0.237 0.01
C -1.456 -2.221 1.161 -0.01
C -2.600 -2.957 1.342 0.01
H -6.283 -6.387 1.869 0.00
H -4.256 -4.940 2.127 0.00
H -4.421 -1.439 -1.053 0.00
H -2.278 -0.188 -1.218 0.00
H -0.593 -2.418 1.782 0.01
H -2.626 -3.702 2.118 0.00



(4)
136
Properties=species:S:1:pos:R:3:mulliken_charge:R:1 method="wB97M-V/def2-TZVPD" orbital_gap_ev=8.29 e_homo_ev=-9.47 total_energy_ha=-19452.32059
C 4.237 1.204 1.576 -0.67
Br 5.416 -0.332 1.879 -0.06
Br 2.790 1.184 3.009 0.11
Br 3.527 1.201 -0.336 0.04
H 4.812 2.120 1.716 0.54
C 1.014 -3.848 -4.848 -0.30
Br 0.431 -3.851 -2.919 0.07
Br 0.386 -2.181 -5.743 0.00
Br 0.541 -5.680 -5.629 -0.09
H 2.101 -3.922 -4.884 0.31
C -8.389 2.043 3.141 -0.28
C -8.100 3.301 2.683 -0.63
C -6.853 3.591 2.152 -0.28
C -5.812 2.618 2.212 -0.04
C -6.153 1.330 2.671 0.05
C -7.428 1.049 3.195 -0.71
N -4.535 3.017 1.557 0.89
O -4.523 4.106 0.965 -0.58
O -3.622 2.126 1.591 -0.25
H -9.379 1.738 3.447 0.36
H -8.934 3.876 2.309 0.31
H -6.656 4.580 1.766 0.43
H -5.378 0.608 2.880 0.36
H -7.539 0.114 3.723 0.39
C -0.365 3.843 1.528 -0.61
C 0.669 3.842 0.592 0.15
C 0.677 4.679 -0.502 -0.85
C -0.357 5.633 -0.583 0.01
C -1.418 5.595 0.338 -0.38
C -1.492 4.654 1.367 -0.49
N -0.543 6.606 -1.666 1.02
O 0.472 7.037 -2.211 -0.59
O -1.692 6.968 -1.851 -0.58
H -0.326 3.115 2.325 0.53
H 1.608 3.335 0.755 0.13
H 1.485 4.672 -1.218 0.57
H -2.226 6.305 0.246 0.40
H -2.323 4.733 2.053 0.66
C 0.911 0.485 6.126 -0.96
C -0.344 0.059 5.676 0.08
C -1.496 0.920 5.764 -0.94
C -1.330 2.218 6.277 0.35
C -0.078 2.648 6.713 -0.69
C 1.008 1.785 6.552 -0.41
N -2.506 3.256 6.379 0.82
O -3.601 2.703 6.124 -0.51
O -2.385 4.283 7.069 -0.55
H 1.775 -0.154 6.020 0.73
H -0.380 -0.818 5.047 0.66
H -2.430 0.593 5.331 0.49
H -0.060 3.651 7.112 0.51
H 2.000 2.103 6.838 0.41
C -4.032 -2.040 -4.670 -0.64
C -5.033 -1.033 -4.617 -0.51
C -5.337 -0.438 -3.431 -0.33
C -4.600 -0.780 -2.235 -0.48
C -3.580 -1.670 -2.308 0.15
C -3.242 -2.312 -3.506 -0.40
N -4.871 -0.080 -0.990 1.09
O -4.116 -0.309 -0.009 -0.51
O -5.775 0.806 -0.988 -0.60
H -3.725 -2.442 -5.625 0.42
H -5.647 -0.816 -5.478 0.42
H -6.054 0.366 -3.364 0.47
H -3.004 -1.985 -1.451 0.53
H -2.358 -2.918 -3.639 0.37
C -2.234 1.940 -3.626 0.05
C -2.085 3.370 -3.720 -1.24
C -1.397 3.815 -4.809 -0.04
C -0.809 2.971 -5.744 -0.62
C -0.786 1.582 -5.484 -0.23
C -1.495 1.080 -4.485 0.29
N 0.123 3.514 -6.827 0.90
O 0.087 4.763 -6.997 -0.56
O 0.990 2.697 -7.312 -0.52
H -2.803 1.596 -2.775 0.48
H -2.424 4.151 -3.054 0.58
H -1.407 4.821 -5.203 0.52
H -0.293 0.854 -6.111 0.39
H -1.475 0.004 -4.392 0.00
C 4.833 -5.463 -3.259 -0.29
C 4.087 -4.850 -2.237 -0.55
C 3.128 -5.587 -1.600 0.14
C 2.945 -6.996 -1.720 -0.41
C 3.851 -7.591 -2.558 -0.23
C 4.789 -6.848 -3.346 -0.74
N 1.876 -7.774 -1.103 0.93
O 2.087 -8.953 -0.889 -0.58
O 0.881 -7.131 -0.749 -0.55
H 5.506 -4.882 -3.872 0.47
H 4.109 -3.779 -2.101 0.44
H 2.468 -5.126 -0.880 0.54
H 3.799 -8.670 -2.565 0.45
H 5.434 -7.330 -4.066 0.38
C -1.004 0.454 -0.019 -0.35
C -0.253 -0.272 -0.951 -0.87
C 0.790 -1.171 -0.526 -0.39
C 1.010 -1.455 0.842 -0.73
C 0.231 -0.745 1.752 -0.50
C -0.720 0.252 1.351 -0.52
N 2.065 -2.345 1.376 1.19
O 2.610 -3.006 0.554 -0.62
O 2.250 -2.514 2.565 -0.49
H -1.805 1.096 -0.357 0.77
H -0.578 -0.187 -1.977 0.37
H 1.366 -1.602 -1.332 1.07
H 0.479 -0.710 2.803 0.36
H -1.393 0.677 2.081 0.64
C 4.514 -3.716 7.916 -0.31
C 4.432 -3.591 6.536 -0.71
C 3.147 -3.628 6.021 -0.19
C 1.972 -3.547 6.816 0.26
C 2.105 -3.641 8.214 -0.38
C 3.408 -3.694 8.790 -0.59
N 0.643 -3.490 6.123 0.98
O -0.299 -2.894 6.586 -0.55
O 0.564 -4.086 5.006 -0.55
H 5.534 -3.736 8.270 0.34
H 5.215 -3.619 5.792 0.43
H 3.082 -3.582 4.944 0.48
H 1.234 -3.747 8.843 0.41
H 3.560 -3.792 9.855 0.41
C 5.638 2.929 -5.605 -0.62
C 6.315 1.655 -5.593 -0.37
C 5.722 0.512 -5.114 -0.56
C 4.351 0.471 -4.779 0.03
C 3.612 1.691 -4.803 -0.09
C 4.248 2.869 -5.253 -0.45
N 3.631 -0.825 -4.386 0.93
O 2.496 -0.759 -3.855 -0.26
O 4.134 -1.943 -4.620 -0.57
H 6.241 3.801 -5.807 0.40
H 7.392 1.675 -5.679 0.34
H 6.322 -0.387 -5.127 0.40
H 2.558 1.631 -4.573 0.55
H 3.562 3.701 -5.201 0.39